Entry 1:
Formula: C3H10O3S
Source: the OMol25 dataset
Level of theory: ωB97M-V with the def2-TZVPD basis set

XYZ file:
```
17
Properties=species:S:1:pos:R:3:forces:R:3
O -0.406712 -1.193681 2.619601 0.2 0.0 0.1
C -1.081907 -0.538402 1.878990 -0.7 -0.2 -0.2
C -0.630328 0.126455 0.615119 0.9 -0.5 0.2
C 0.828255 -0.113259 0.280244 1.3 1.0 0.2
S 1.104492 -0.184689 -1.518012 0.4 -0.3 0.2
H -2.163597 -0.372187 2.089229 0.1 0.0 0.1
H -1.228134 -0.236332 -0.224620 -0.5 0.3 0.2
H -0.758332 1.189390 0.826954 -0.4 0.1 -0.6
H 1.342528 -0.938578 0.763508 -0.7 -0.5 0.0
H 1.418658 0.747265 0.609698 -0.3 0.0 0.1
H 2.423226 -0.445824 -1.365352 -0.3 0.1 -0.3
O 0.300054 3.003017 2.040510 1.1 0.3 -0.9
H 0.490519 3.888471 2.378673 -0.4 -0.4 0.1
H -0.444364 2.618232 2.472756 -0.7 0.1 0.8
O -1.265327 -1.607155 -3.745304 0.4 0.0 -0.5
H -1.372607 -0.843324 -3.178339 0.0 0.2 0.2
H -0.469717 -1.397868 -4.265781 -0.4 -0.2 0.3
```
Positions in Å, forces in eV/Å.

## Properties
**SMILES**: O=CCCS.O.O
**Energy relative to the best compared isomer or geometry (same formula, charge and spin)**: 71.58 kJ/mol
**LUMO energy**: 0.01665 hartree
**HOMO**: -9.1020 eV
**Orbital gap**: 0.3511 Eh

Atomic partial charges in e from the Löwdin method, atoms 1 to 2:
1 O 0.07
2 C -0.28


Entry 2:
Formula: C3H10O4S
Source: the OMol25 dataset
Level of theory: ωB97M-V with the def2-TZVPD basis set

XYZ file:
```
18
Properties=species:S:1:pos:R:3:forces:R:3
O -0.991462 -1.434811 0.908250 -2.5 -1.6 2.4
C -0.078800 -1.360217 0.210801 4.6 1.7 -2.2
O 1.266766 -1.506408 0.643925 -0.6 -0.1 -1.3
C -0.029389 -0.622335 -1.167579 -2.3 -2.1 0.9
C -0.154337 0.819003 -0.716716 1.3 2.1 1.8
S -0.556121 1.890827 -2.140790 -0.1 -0.1 0.2
H 1.463872 -1.898725 1.495436 -0.8 -0.4 0.5
H 0.879701 -0.883237 -1.675833 0.4 0.3 -0.2
H -0.915202 -1.023816 -1.784914 1.2 0.9 0.9
H 0.901441 1.149941 -0.330362 -2.0 -0.6 -0.7
H -0.877418 1.015267 0.199495 1.3 -0.7 -2.2
H -0.184014 3.046833 -1.569596 0.0 -0.1 0.0
O 2.566539 0.875487 1.228522 2.7 0.2 0.4
H 1.919013 0.180795 1.279276 0.0 -0.7 -0.1
H 3.485923 0.459211 1.346190 -2.3 0.8 -0.3
O -3.192354 -0.155610 0.570248 -2.4 -0.3 -1.3
H -2.698265 0.475962 1.058121 1.0 -0.1 0.6
H -2.805889 -1.028167 0.445521 0.6 0.8 0.7
```
Positions in Å, forces in eV/Å.

## Properties
**SMILES**: O=C(O)CCS.O.O
**Energy relative to the best compared isomer or geometry (same formula, charge and spin)**: 121.78 kJ/mol
**LUMO energy**: 0.00796 hartree
**HOMO**: -9.1473 eV
**Orbital gap**: 0.3441 Eh

Atomic partial charges in e from the Löwdin method, atoms 1 to 2:
1 O 0.14
2 C -0.48


Entry 3:
Formula: C3H10O5
Source: the OMol25 dataset
Level of theory: ωB97M-V with the def2-TZVPD basis set

XYZ file:
```
18
Properties=species:S:1:pos:R:3:forces:R:3
C -1.423269 1.187363 0.292359 0.1 -0.1 -0.1
O -1.486991 0.111961 -0.633512 0.1 0.0 0.0
C -1.849065 -1.110590 -0.081501 -0.3 0.0 -0.1
O -0.862583 -1.692855 0.744782 0.1 0.0 0.0
H -2.358808 1.266601 0.860664 0.1 0.0 0.0
H -0.563795 1.084852 0.963026 -0.1 0.0 0.0
H -1.273470 2.090430 -0.296136 -0.1 0.0 0.1
H -2.792053 -1.012890 0.481537 0.1 0.0 0.0
H -1.982816 -1.797500 -0.917000 0.0 0.1 0.1
H -0.774573 -1.186695 1.561488 -0.1 0.0 0.0
O 2.520951 1.743098 -0.306094 1.3 -0.8 2.8
C 1.952038 0.688559 -0.927170 -0.5 -1.8 1.2
O 1.818061 -0.159289 0.359288 -0.7 -0.3 -1.8
O 1.838871 -1.560286 0.100591 -0.1 0.0 -0.1
H 2.782070 1.118166 0.569536 -0.2 2.8 -2.4
H 2.603454 0.109754 -1.602240 -0.2 0.1 0.2
H 0.964605 0.914127 -1.349171 0.2 -0.2 0.1
H 0.887375 -1.794805 0.179553 0.2 0.2 0.0
```
Positions in Å, forces in eV/Å.

## Properties
**SMILES**: COCO.OCOO
**Energy relative to the best compared isomer or geometry (same formula, charge and spin)**: 464.34 kJ/mol
**LUMO energy**: 0.02459 hartree
**HOMO**: -10.3268 eV
**Orbital gap**: 0.4041 Eh

Atomic partial charges in e from the Löwdin method, atoms 1 to 2:
1 C -0.09
2 O -0.16


Entry 4:
Formula: C3H10O5P
Source: the OMol25 dataset
Level of theory: ωB97M-V with the def2-TZVPD basis set

XYZ file:
```
19
Properties=species:S:1:pos:R:3:forces:R:3
O 0.692816 0.549079 1.488299 2.1 0.3 0.4
O -1.694268 0.373723 0.964214 -4.2 0.1 0.0
O -0.195489 1.885997 -0.537006 -0.9 -2.2 0.2
O 0.016747 -0.867685 -0.368347 -0.5 0.4 -0.6
C 1.057097 2.496971 -0.707836 0.5 -0.2 0.7
C -1.093006 -2.817226 -1.276378 0.2 -0.8 0.8
C -0.921532 -1.317995 -1.317952 0.1 -0.5 -2.1
P -0.358679 0.467629 0.475060 2.4 1.7 -0.6
H 1.111830 3.087061 -1.638110 -0.3 -0.3 0.2
H 1.868273 1.749626 -0.717029 -0.1 0.3 0.0
H 1.212817 3.174684 0.148353 0.3 -0.1 -0.3
H -1.790590 -3.187803 -2.046216 0.2 0.3 0.2
H -1.432559 -3.178066 -0.290934 0.1 0.1 -0.3
H -0.092219 -3.234731 -1.478199 -0.4 -0.2 0.2
H -0.426675 -1.222965 -2.303605 -0.3 0.7 0.1
H -1.905387 -0.815065 -1.385414 0.7 0.2 0.7
O 1.225758 1.269188 3.892114 0.8 -0.5 1.1
H 0.974051 1.111146 2.954070 -0.1 -0.3 -0.2
H 1.751016 0.476433 4.144915 -0.7 0.9 -0.5
```
Positions in Å, forces in eV/Å.

## Properties
**Charge**: -1
**Energy relative to the best compared isomer or geometry (same formula, charge and spin)**: 0.00 kJ/mol
**LUMO energy**: 0.13596 hartree
**HOMO**: -5.5205 eV
**Orbital gap**: 0.3388 Eh

Atomic partial charges in e from the Löwdin method, atoms 1 to 2:
1 O -0.29
2 O -0.27


Entry 5:
Formula: C3H10OP2
Source: the OMol25 dataset
Level of theory: ωB97M-V with the def2-TZVPD basis set

XYZ file:
```
16
Properties=species:S:1:pos:R:3:forces:R:3
C 1.144387 0.535770 -1.497092 -2.2 -1.1 0.5
C -1.049514 1.295867 1.027658 -0.6 -2.0 -2.8
C 2.133697 -0.565342 0.253415 1.6 -1.3 2.6
O 2.186711 0.481625 -0.555992 0.6 0.6 -0.3
P -1.929893 -1.525548 -0.148816 -1.7 0.0 0.7
P -1.148871 -0.477921 1.599341 -0.1 0.1 0.4
H 1.151295 1.507030 -2.026629 0.1 -0.7 0.4
H 0.161288 0.351153 -0.898316 1.5 0.7 -1.4
H 1.186267 -0.345770 -2.179200 0.2 0.8 0.1
H -0.022618 1.449854 0.837109 1.5 0.6 0.4
H -1.430754 1.907955 1.787955 -0.6 1.1 0.7
H -1.443905 1.422834 -0.037252 -0.3 0.2 1.7
H 1.677073 -1.513376 0.057524 -0.8 -0.1 -1.0
H 2.913374 -0.715927 1.061068 -0.7 1.1 -1.3
H -2.182926 -2.724051 0.615852 0.3 0.4 -0.4
H -3.345611 -1.084152 0.103372 1.3 -0.3 -0.5
```
Positions in Å, forces in eV/Å.

## Properties
**Energy relative to the best compared isomer or geometry (same formula, charge and spin)**: 0.00 kJ/mol
**LUMO energy (spin up / spin down)**: 0.03677 / -0.03363 hartree
**HOMO (spin up / spin down)**: -6.9300 / -8.9523 eV
**Orbital gap (spin up / spin down)**: 0.2914 / 0.2954 Eh
**Multiplicity**: 3

Atomic partial charges in e from the Löwdin method, atoms 1 to 2:
1 C -0.12
2 C -0.47


Entry 6:
Formula: C3H10OS
Source: the OMol25 dataset
Level of theory: ωB97M-V with the def2-TZVPD basis set

XYZ file:
```
15
Properties=species:S:1:pos:R:3:forces:R:3
C 1.306839 0.084976 -1.072863 0.0 0.8 -0.7
C 0.405964 -0.869445 -0.319487 -0.4 -0.2 -0.5
C -0.085972 -0.329063 1.012906 0.1 -0.6 0.4
S -0.886975 -1.675943 1.969805 0.1 -0.3 0.0
H 1.509650 -0.258873 -2.091037 0.2 -0.3 0.2
H 2.241767 0.307129 -0.567646 0.2 -0.3 0.1
H 0.879942 1.071689 -1.273015 -0.4 0.0 0.3
H -0.470520 -1.105884 -0.944956 0.2 0.1 0.1
H 0.912719 -1.832915 -0.198266 0.0 0.2 0.3
H -0.890114 0.380013 0.905743 0.1 0.5 -0.2
H 0.735738 0.111118 1.575160 -0.1 0.0 0.1
H -0.421087 -1.426876 3.199366 0.1 0.2 -0.1
O -1.865884 2.167720 -0.872379 0.1 0.5 0.1
H -1.196274 2.075641 -0.179696 -0.3 -0.3 -0.4
H -2.175788 1.300706 -1.143629 0.2 -0.2 0.2
```
Positions in Å, forces in eV/Å.

## Properties
**SMILES**: CCCS.O
**Energy relative to the best compared isomer or geometry (same formula, charge and spin)**: 21.10 kJ/mol
**LUMO energy**: 0.02980 hartree
**HOMO**: -9.1972 eV
**Orbital gap**: 0.3678 Eh

Atomic partial charges in e from the Löwdin method, atoms 1 to 2:
1 C -0.12
2 C -0.35


Entry 7:
Formula: C3H10OS
Source: the OMol25 dataset
Level of theory: ωB97M-V with the def2-TZVPD basis set

XYZ file:
```
15
Properties=species:S:1:pos:R:3:forces:R:3
C -0.644802 2.125449 0.361310 -1.1 -0.5 1.5
C -0.751243 0.611971 0.687783 0.7 0.1 -0.5
S 0.838164 -0.243016 0.946722 -0.6 1.4 1.3
C 1.649241 0.691364 2.312843 0.5 -0.9 -1.0
H -1.693470 2.278449 0.069678 0.6 0.3 -1.5
H -0.714433 2.825208 1.205211 1.0 -0.6 0.4
H 0.226744 2.314044 -0.250651 -0.6 0.5 -0.7
H -1.451787 0.440484 1.508410 0.3 -0.3 0.1
H -1.096854 0.100964 -0.215099 -0.2 -0.1 0.2
H 2.688209 0.591541 2.001468 0.2 0.0 0.3
H 1.512872 0.127428 3.236193 -0.1 -0.1 0.0
H 1.423193 1.746086 2.431847 -0.6 -0.1 -0.3
H -0.769522 -5.140313 -4.277884 -0.1 -0.7 0.1
H -0.530943 -4.240137 -5.486406 -0.1 0.0 0.3
O -0.685369 -4.229522 -4.531425 0.1 0.7 -0.4
```
Positions in Å, forces in eV/Å.

## Properties
**Charge**: +1
**Energy relative to the best compared isomer or geometry (same formula, charge and spin)**: 53.05 kJ/mol
**LUMO energy (spin up / spin down)**: -0.12602 / -0.30895 hartree
**HOMO (spin up / spin down)**: -13.4721 / -13.4721 eV
**Orbital gap (spin up / spin down)**: 0.3691 / 0.1861 Eh
**Multiplicity**: 2

Atomic partial charges in e from the Löwdin method, atoms 1 to 2:
1 C -0.11
2 C -0.46


Entry 8:
Formula: C3H10OS2
Source: the OMol25 dataset
Level of theory: ωB97M-V with the def2-TZVPD basis set

XYZ file:
```
16
Properties=species:S:1:pos:R:3:forces:R:3
C -2.833528 -1.641107 -0.082533 1.5 0.1 1.4
C -1.316573 -1.358819 -0.286625 -0.8 -1.7 -2.3
S -0.570759 -0.272144 0.833279 1.4 3.1 -0.6
S 0.343569 1.354940 -0.756578 -2.9 0.5 3.6
C 1.326545 0.210008 -1.461661 2.9 -2.8 -2.1
H -3.140915 -2.526795 -0.633129 -0.2 0.3 -0.2
H -3.363007 -0.720194 -0.301637 -0.4 -0.2 -0.2
H -2.941927 -1.845978 0.988330 -0.4 -0.1 -0.2
H -0.705800 -2.287242 -0.355207 -0.6 0.4 0.2
H -1.270022 -0.931278 -1.299443 0.3 0.0 0.2
H 2.042462 -0.329400 -0.817439 -0.1 0.6 0.1
H 0.704899 -0.628104 -1.820931 0.5 0.4 -0.7
H 1.980536 0.693165 -2.265901 -1.2 -0.7 0.7
O 2.823492 0.787522 1.725586 -0.6 0.2 -0.4
H 2.194184 1.499714 1.891072 0.2 0.2 0.5
H 2.411085 0.473918 0.910497 0.4 -0.4 0.0
```
Positions in Å, forces in eV/Å.

## Properties
**SMILES**: CCSSC.O
**Energy relative to the best compared isomer or geometry (same formula, charge and spin)**: 147.15 kJ/mol
**LUMO energy**: -0.03797 hartree
**HOMO**: -9.0929 eV
**Orbital gap**: 0.2962 Eh

Atomic partial charges in e from the Löwdin method, atoms 1 to 2:
1 C -0.15
2 C -0.74


The highest energy relative to the best compared isomer or geometry (same formula, charge and spin) belongs to which entry?
C3H10O5


Which value of energy relative to the best compared isomer or geometry (same formula, charge and spin) does entry 5 give?
0.00 kJ/mol


Among the records above, which one has the highest energy relative to the best compared isomer or geometry (same formula, charge and spin)?
C3H10O5


Number 5 is which compound?
C3H10OP2